No. 1
A structure of composition C26H26AsN6O8S2Ti at a distorted geometry. Source: the OMol25 dataset; level of theory: ωB97M-V/def2-TZVPD.

XYZ file:
```
70
Properties=species:S:1:pos:R:3:mulliken_charge:R:1
As 1.533 -0.093 2.091 1.15
Ti 0.447 0.569 -0.686 -0.03
S -2.384 0.243 -1.909 0.28
S 2.649 1.933 -0.196 1.58
O 3.448 2.598 -1.178 -0.66
O 0.890 -0.089 3.738 -0.68
O -1.587 -0.681 -2.710 -0.55
O -2.859 -0.744 -0.644 -0.16
O 2.037 -1.624 1.820 -0.74
O 1.260 2.439 -0.032 -0.46
O 2.507 0.440 -0.374 -0.57
O 0.135 0.320 1.182 0.15
N 1.026 -2.249 -1.816 -0.43
N 0.797 1.284 -2.565 0.64
N 0.447 -1.472 -0.876 1.34
N -0.282 -3.449 -0.671 1.03
N 0.594 -3.444 -1.703 -0.81
N -1.389 1.242 -1.019 0.62
C -5.555 0.945 2.021 -0.43
C -4.190 1.153 2.187 -1.08
C 0.952 -6.212 0.163 -1.43
C 2.144 2.181 -4.315 -1.00
C 1.394 3.313 -4.372 -0.69
C -1.153 2.425 -1.810 -0.71
C -0.589 4.581 -3.513 -0.89
C 4.984 3.012 2.878 -0.63
C -0.006 2.396 -2.658 0.96
C -3.280 0.591 1.302 0.24
C 4.475 2.227 3.901 -0.54
C 2.881 1.255 2.406 -0.82
C -5.112 -0.391 0.068 -0.35
C -0.350 -2.233 -0.167 -1.24
C 0.213 -4.600 1.964 -1.38
C 0.272 3.457 -3.526 0.47
C -1.969 3.513 -1.829 -0.52
C -0.228 -5.470 0.790 0.86
C -3.758 -0.173 0.249 -0.04
C 3.392 2.066 1.385 0.39
C -6.013 0.168 0.964 -0.50
C -1.669 4.607 -2.682 -0.87
C 4.439 2.942 1.603 -0.37
C 1.819 1.186 -3.376 0.11
C 3.424 1.346 3.675 -0.71
C -0.992 -4.661 -0.260 -1.27
H -2.211 0.736 1.409 0.46
H 5.812 3.680 3.072 0.39
H 4.814 3.541 0.784 0.51
H -0.379 5.415 -4.172 0.42
H 2.422 0.292 -3.272 0.48
H 4.907 2.295 4.891 0.40
H 0.625 -5.227 2.755 0.46
H -1.960 -4.343 0.124 0.37
H 3.025 0.734 4.470 0.50
H 1.653 4.109 -5.061 0.45
H -0.947 -6.207 1.162 0.29
H 0.610 -7.032 -0.472 0.37
H -5.445 -0.998 -0.765 0.45
H 0.979 -3.871 1.686 0.31
H 3.002 2.042 -4.958 0.41
H -7.074 -0.003 0.833 0.38
H -2.320 5.472 -2.679 0.40
H -3.829 1.761 3.007 0.43
H -1.152 -5.244 -1.164 0.43
H 1.595 -6.633 0.938 0.39
H 1.560 -5.542 -0.448 0.29
H -0.633 -4.049 2.390 0.29
H -6.259 1.388 2.714 0.39
H 0.200 -0.765 3.769 0.30
H -0.955 -1.927 0.665 0.64
H -2.835 3.531 -1.180 0.55
```

Summary:
ΔE to the lowest compared entry with this formula, charge and spin (kJ/mol): 173.3
Frontier orbital gap (alpha / beta) (eV): 7.03 / 8.25
2S+1: 2

No. 2
A structure of composition C26H26BN12STeW at a distorted geometry. Source: the OMol25 dataset; level of theory: ωB97M-V/def2-TZVPD.

XYZ file:
```
68
Properties=species:S:1:pos:R:3:mulliken_charge:R:1
W -0.218 0.172 -0.759 -0.20
Te 0.363 2.778 -0.024 0.34
S -1.400 0.498 -2.966 -0.37
N 1.614 -0.812 -0.300 0.71
N -0.485 2.001 -4.962 -0.40
N -3.957 -2.086 1.360 0.40
N -2.160 -2.212 -0.410 0.28
N -1.567 -1.200 1.758 0.32
N 1.256 0.786 -2.188 1.39
N -2.244 0.781 -0.329 0.23
N -4.798 -2.761 0.555 -1.09
N -1.018 -1.766 -0.977 0.54
N -3.121 -0.007 0.318 0.50
N -0.627 -0.281 1.423 0.00
N 1.021 1.487 -3.309 -1.66
C -0.176 1.406 -3.816 0.70
C 3.028 4.238 0.260 -0.63
C -0.641 -2.679 -1.883 -0.46
C 2.407 3.021 0.558 0.27
C 2.964 -2.331 0.978 -1.03
C 4.140 -1.738 0.503 -0.75
C 4.340 4.461 0.633 -0.69
C 2.771 -0.265 -0.805 0.08
C -4.593 -1.819 2.536 -0.33
C 4.042 -0.709 -0.403 -0.71
C -4.158 1.904 -0.069 -1.53
C -4.273 0.651 0.501 -0.11
C 1.748 -1.848 0.552 0.00
C -1.546 -3.735 -1.889 -1.37
C -5.850 -2.361 2.474 -0.94
C -0.280 -0.941 3.533 -1.53
C -2.494 -3.398 -0.940 0.03
C 2.545 0.690 -1.834 1.09
C -1.368 -1.619 3.015 -0.03
C 4.418 2.288 1.661 -0.89
C 3.115 2.050 1.268 0.64
C -5.923 -2.945 1.198 -0.23
C 5.037 3.488 1.335 -0.59
C 3.628 1.464 -2.494 -1.81
C -2.870 1.940 -0.579 -0.17
C 0.142 -0.109 2.505 -0.34
B -2.743 -1.437 0.781 0.57
H 4.321 1.855 -1.750 0.43
H 2.657 1.104 1.526 0.06
H -1.394 1.875 -5.376 0.22
H -6.611 -2.345 3.226 0.47
H 4.193 0.852 -3.195 0.36
H 5.102 -2.090 0.837 0.51
H -5.098 0.223 1.032 0.48
H 0.830 -2.320 0.893 0.34
H 2.996 -3.149 1.676 0.53
H -3.387 -3.901 -0.622 0.63
H -1.982 -2.371 3.468 0.79
H -2.390 2.735 -1.127 0.51
H 0.135 -1.027 4.515 0.51
H -6.736 -3.467 0.735 0.49
H -4.897 2.678 -0.104 0.47
H 0.234 2.450 -5.506 0.24
H 4.949 1.542 2.236 0.47
H 6.057 3.665 1.636 0.44
H 2.469 5.000 -0.263 0.41
H 4.811 5.403 0.388 0.43
H 0.253 -2.529 -2.474 0.46
H -4.114 -1.263 3.318 0.61
H -1.517 -4.619 -2.493 0.47
H 4.919 -0.244 -0.824 0.57
H 0.942 0.609 2.529 0.45
H 3.193 2.288 -3.052 0.40
```

Summary:
ΔE to the lowest compared entry with this formula, charge and spin (kJ/mol): 79.5
Frontier orbital gap (alpha / beta) (eV): 5.42 / 5.13
2S+1: 2
Net charge: +2

No. 3
A structure of composition C26H26BrN8O8P2S2W at a distorted geometry. Source: the OMol25 dataset; level of theory: ωB97M-V/def2-TZVPD.

XYZ file:
```
74
Properties=species:S:1:pos:R:3:mulliken_charge:R:1
W 0.602 0.186 -1.225 1.61
Br -3.980 -2.025 5.414 -0.10
S -0.249 -1.565 1.263 -0.37
S 0.921 2.564 -2.041 -0.42
P 2.152 -2.775 -1.091 0.51
P 3.854 -0.542 -2.029 0.35
O 1.035 -1.832 -1.574 -0.71
O 2.002 0.570 0.213 -0.67
O 2.621 -2.210 0.346 -0.38
O 4.899 -0.137 -3.130 -0.53
O 4.506 -0.156 -0.662 -0.60
O 4.764 -2.954 -1.694 -0.64
O 2.547 0.160 -2.273 -0.47
O 1.941 -4.226 -1.064 -0.83
N -0.397 1.476 0.311 0.22
N -2.303 -0.744 -0.203 -0.92
N 0.427 3.282 4.799 -0.55
N -0.021 -0.030 -3.379 0.83
N -0.534 2.977 5.514 -0.33
N -1.746 2.755 -2.977 -0.60
N -2.789 -1.301 1.936 -0.28
N -1.500 -0.524 -1.305 0.45
C 3.581 -2.328 -2.163 1.39
C -3.468 0.771 5.520 -0.60
C 2.513 1.319 2.433 -0.64
C -1.282 1.768 5.354 0.17
C -0.104 2.375 2.553 1.27
C -1.379 2.966 2.454 -0.67
C -1.831 -1.194 1.006 0.61
C -1.588 2.038 0.257 0.02
C -2.105 2.806 1.306 -1.54
C -2.881 -0.478 5.385 -0.09
C 3.267 -2.704 -3.613 -1.63
C 0.364 1.669 1.432 -0.40
C -3.371 -1.494 -2.538 -1.94
C 0.743 0.343 -4.404 -0.37
C -0.646 2.751 -2.613 0.71
C 0.310 0.250 -5.719 -1.06
C 1.673 1.148 1.365 0.59
C -1.509 -0.619 5.249 -0.39
C 0.782 2.499 3.653 -0.05
C -2.037 -0.838 -2.434 1.10
C 2.059 2.019 3.563 -0.75
C -1.254 -0.499 -3.633 0.55
C -2.657 1.891 5.529 -0.34
C -0.705 0.512 5.224 -0.18
C -1.757 -0.612 -4.912 -1.10
C -0.954 -0.230 -5.980 -0.79
H 0.366 0.399 5.132 0.47
H -1.324 -0.300 -6.993 0.46
H 4.629 -3.911 -1.739 0.44
H 3.529 0.949 2.397 0.53
H -3.466 -2.255 -1.762 0.42
H -2.529 -1.625 2.853 0.18
H -3.070 3.274 1.180 0.47
H -1.065 -1.603 5.176 0.52
H 5.802 0.001 -2.819 0.37
H -3.276 -0.502 -0.313 0.36
H -2.760 -0.967 -5.091 0.44
H 2.737 2.186 4.390 0.48
H -3.766 -1.137 1.756 0.19
H 3.137 -3.786 -3.664 0.46
H -4.175 -0.763 -2.410 0.35
H 3.785 -0.002 -0.006 0.48
H 4.082 -2.412 -4.272 0.37
H -2.149 1.923 -0.660 0.60
H -1.761 3.567 3.269 0.66
H -4.536 0.861 5.656 0.48
H 2.337 -2.244 -3.950 0.27
H 0.969 0.571 -6.512 0.51
H -3.080 2.873 5.699 0.50
H -3.505 -1.968 -3.503 0.59
H 2.863 -2.949 0.918 0.28
H 1.713 0.741 -4.155 0.70
```

Summary:
ΔE to the lowest compared entry with this formula, charge and spin (kJ/mol): 26.9
Frontier orbital gap (alpha / beta) (eV): 6.09 / 6.17
2S+1: 3
Net charge: +1

No. 4
A structure of composition C26H26Cl2GeN2ReSSbSe4 at a distorted geometry. Source: the OMol25 dataset; level of theory: ωB97M-V/def2-TZVPD.

XYZ file:
```
64
Properties=species:S:1:pos:R:3:mulliken_charge:R:1
Re 2.244 -0.852 -1.656 0.00
Sb 2.309 -5.001 -1.939 0.37
Se 3.050 -4.314 0.448 -0.17
Se 0.935 -5.286 0.982 -0.10
Se 2.835 -2.651 -3.093 -0.34
Se -0.202 -4.465 -0.993 0.01
Ge 0.297 0.070 1.223 0.97
Cl 4.043 0.901 -1.558 -0.05
Cl 5.420 -0.959 0.211 -0.02
S 1.122 0.778 -2.619 -0.25
N -1.239 -0.651 -2.505 0.51
N -1.123 1.425 -3.635 -0.35
C -3.143 0.130 -3.543 -0.88
C 0.425 1.925 0.671 0.88
C -1.413 -0.806 1.180 0.71
C -3.107 -2.127 -2.408 -1.09
C -0.576 0.457 -2.981 0.25
C 1.561 2.562 1.213 -0.59
C 2.301 -0.951 3.116 -0.11
C -1.487 -2.151 1.506 -0.48
C 1.524 -1.086 0.052 1.40
C 1.181 -0.125 2.935 -0.09
C -0.217 4.067 -0.337 -0.83
C 5.465 0.654 -0.359 -0.36
C 0.995 4.646 0.130 -0.66
C 1.808 3.890 0.927 -0.64
C 1.431 0.804 5.174 -0.79
C -2.904 2.234 -5.083 -1.24
C -2.756 -2.787 1.496 -0.68
C 2.559 0.017 5.334 -0.48
C 0.787 0.736 3.954 0.09
C -2.563 -0.041 0.976 -0.57
C -2.411 1.246 -4.007 0.67
C -3.893 -2.066 1.192 -0.83
C -3.778 -0.691 0.932 -0.40
C -0.472 2.739 -0.098 -0.25
C 2.970 -0.892 4.313 -0.67
C -2.558 -0.851 -2.822 0.96
H -0.625 -2.743 1.762 0.64
H -0.859 4.705 -0.914 0.43
H -2.436 -2.951 -2.801 0.21
H -2.073 2.176 -5.803 0.34
H -3.989 -2.353 -3.009 0.47
H 6.313 0.891 -0.947 0.41
H -4.928 -2.453 1.146 0.40
H -2.928 3.268 -4.727 0.32
H 2.716 4.318 1.347 0.40
H -4.216 0.063 -3.833 0.44
H -4.722 -0.096 0.742 0.34
H 1.060 1.468 5.921 0.48
H 1.218 5.719 -0.053 0.39
H 1.759 -2.180 0.242 -0.61
H -0.854 -1.292 -1.808 -0.20
H -1.397 2.365 -0.518 0.18
H -0.081 1.403 3.788 0.33
H 2.209 2.045 1.922 0.41
H -3.301 -2.271 -1.355 0.11
H 3.906 -1.451 4.510 0.38
H 3.125 0.035 6.261 0.39
H -3.795 1.917 -5.492 0.45
H -2.768 -3.817 1.726 0.51
H 5.179 1.302 0.476 0.28
H 2.607 -1.617 2.316 0.15
H -2.541 1.021 0.772 0.42
```

Summary:
ΔE to the lowest compared entry with this formula, charge and spin (kJ/mol): 0.0
Frontier orbital gap (eV): 6.09
2S+1: 1
Net charge: +2

No. 5
A structure of composition C26H26ClCrN4O7S. Source: the OMol25 dataset; level of theory: ωB97M-V/def2-TZVPD.

XYZ file:
```
66
Properties=species:S:1:pos:R:3:mulliken_charge:R:1
Cr -0.719 -0.278 -0.155 1.00
Cl -2.918 0.354 -4.036 -0.28
S -3.230 -1.647 -0.884 0.02
O 0.498 -1.918 -0.015 0.36
O -0.504 0.058 1.927 -0.56
O -1.957 1.495 0.097 -0.56
O 0.684 0.594 3.752 -0.80
O -0.954 -3.127 1.209 -0.53
O -2.323 3.151 1.541 -0.54
O 0.841 1.975 0.469 -0.20
N 2.782 -0.068 -0.875 -0.10
N -4.232 -0.313 1.165 -0.52
N 4.618 -0.556 0.290 0.00
N -5.049 -2.430 0.937 -0.13
C -0.365 -0.017 -2.281 -1.77
C 5.704 2.842 -0.728 -0.33
C -0.132 -2.365 -3.087 -0.08
C -0.120 2.966 0.663 -0.55
C -6.602 -5.633 -0.014 -0.53
C -5.172 -3.766 0.503 0.28
C -4.046 -4.555 0.283 0.11
C -1.976 -1.121 -3.892 0.98
C 0.132 -2.922 0.680 -0.41
C 5.865 1.627 -0.090 -1.04
C 3.382 -0.958 -0.152 -0.71
C -6.446 -4.307 0.362 -0.64
C 4.541 3.144 -1.453 -0.80
C -4.218 -5.873 -0.105 -0.73
C -0.582 -3.477 -3.765 -0.90
C -1.533 2.426 0.747 0.52
C -5.487 -6.419 -0.257 -0.45
C -4.192 -1.487 0.433 -0.21
C 3.654 1.003 -0.935 0.22
C 1.400 1.486 1.691 -0.06
C 0.440 0.636 2.550 0.39
C 4.820 0.717 -0.207 0.61
C -1.755 -3.425 -4.516 -0.48
C 3.506 2.238 -1.562 -0.25
C -2.447 -2.229 -4.578 -0.49
C -0.821 -1.132 -3.099 0.06
H -0.020 -4.402 -3.701 0.37
H -4.256 -0.457 2.165 0.28
H 0.727 0.041 -2.260 0.24
H -0.116 3.612 -0.222 0.41
H -5.853 -2.054 1.415 0.28
H -3.493 0.310 0.868 0.23
H 1.777 2.322 2.288 0.37
H -7.315 -3.683 0.534 0.33
H 2.952 -1.913 0.109 0.44
H 4.459 4.111 -1.932 0.38
H 6.759 1.404 0.480 0.36
H -5.604 -7.451 -0.561 0.37
H -2.129 -4.299 -5.032 0.35
H 6.492 3.582 -0.662 0.37
H -3.341 -6.482 -0.280 0.40
H 2.597 2.459 -2.104 0.53
H -3.057 -4.142 0.428 0.57
H 2.238 0.857 1.394 -0.13
H -0.792 0.932 -2.610 0.65
H 0.765 -2.420 -2.482 0.36
H 0.081 3.584 1.545 0.41
H 0.949 -3.669 0.824 0.22
H -3.203 2.746 1.540 0.40
H 5.236 -1.083 0.878 0.19
H -3.362 -2.143 -5.150 0.38
H -7.597 -6.043 -0.127 0.34
```

Summary:
ΔE to the lowest compared entry with this formula, charge and spin (kJ/mol): 163.2
Frontier orbital gap (alpha / beta) (eV): 5.98 / 6.27
2S+1: 5
Net charge: -1

No. 6
The molecule C26H26ClN3O4. Source: the OMol25 dataset; level of theory: ωB97M-V/def2-TZVPD.

XYZ file:
```
60
Properties=species:S:1:pos:R:3:mulliken_charge:R:1
Cl -4.731 1.185 -2.952 -0.29
O 1.141 -4.219 -2.053 -0.68
O 1.711 1.581 -1.494 -0.47
O 2.234 1.051 1.306 -0.56
O 2.048 -1.295 2.261 -0.46
N -2.143 0.266 0.594 -0.32
N -4.128 1.076 -0.014 -0.01
N -0.505 -2.944 -2.876 -0.01
C -2.151 1.206 2.913 -0.74
C -3.932 1.485 1.276 0.60
C -4.175 2.446 3.414 -0.42
C 1.922 2.419 1.100 -0.01
C 0.993 -2.007 -1.196 -1.29
C -2.216 -1.695 -4.007 -0.59
C -2.816 -0.305 -1.655 -0.17
C -1.495 -1.968 -2.842 -0.02
C -1.827 -1.288 -1.679 -0.03
C 1.736 -1.197 0.944 0.49
C 2.046 3.114 2.448 -1.42
C 2.127 -2.569 2.868 -0.48
C 1.835 0.114 0.415 1.05
C -3.024 0.348 -0.374 -0.23
C -3.502 -0.034 -2.841 0.56
C 2.627 1.676 -2.571 -0.36
C -2.665 0.966 1.641 0.34
C -4.702 2.228 2.157 -1.03
C 1.339 -2.243 0.132 0.02
C 1.564 0.320 -0.942 0.46
C 1.123 -0.736 -1.730 0.11
C 4.063 1.381 -2.146 -1.02
C 0.565 -3.151 -2.037 -0.40
C 3.383 -3.339 2.468 -1.14
C -3.208 -0.736 -4.000 -0.74
C -2.922 1.945 3.782 -0.63
H 1.252 -3.250 0.504 0.52
H 2.618 2.869 0.382 0.13
H 2.153 -2.351 3.939 0.37
H 1.356 2.670 3.160 0.29
H 4.732 1.512 -2.992 0.42
H 4.265 -2.746 2.696 0.32
H -2.557 2.147 4.778 0.40
H 4.367 2.054 -1.348 0.24
H 1.819 4.171 2.340 0.42
H 2.340 1.006 -3.391 0.30
H -1.327 -1.493 -0.748 0.94
H 3.057 3.002 2.830 0.34
H 3.431 -4.272 3.023 0.38
H 4.143 0.358 -1.785 0.26
H -0.629 -3.678 -3.564 0.26
H 3.384 -3.562 1.404 0.35
H -5.669 2.616 1.873 0.40
H -1.185 0.816 3.192 0.57
H 1.225 -3.157 2.657 0.37
H 2.532 2.709 -2.916 0.40
H -4.925 1.272 -0.597 0.20
H -1.996 -2.233 -4.917 0.44
H -3.757 -0.521 -4.903 0.43
H 0.906 2.515 0.704 0.37
H -4.743 3.017 4.133 0.38
H 0.894 -0.556 -2.769 0.39
```

Summary:
ΔE to the lowest compared entry with this formula, charge and spin (kJ/mol): 8.7
Frontier orbital gap (eV): 8.18
SMILES: CCOc1cc(C(=O)Nc2ccc(Cl)c(-c3nc4ccccc4[nH]3)c2)cc(OCC)c1OCC
2S+1: 1

No. 7
A structure of composition C26H26CrF6N11O6PS2 at a distorted geometry. Source: the OMol25 dataset; level of theory: ωB97M-V/def2-TZVPD.

XYZ file:
```
79
Properties=species:S:1:pos:R:3:mulliken_charge:R:1
Cr -0.024 1.194 -0.187 0.02
S -1.252 3.507 -2.047 1.06
S 1.420 3.025 -2.649 0.96
P 0.740 -1.123 -1.320 2.86
F 2.430 1.088 -4.096 -0.23
F 0.269 1.075 -3.955 -0.15
F -2.050 2.534 -4.332 -0.19
F 1.260 2.473 -5.278 -0.25
F -3.654 3.262 -3.069 -0.21
F -2.407 4.663 -4.144 -0.20
O -1.298 2.116 -1.629 -0.06
O 2.585 3.818 -2.833 -0.66
O -1.874 -0.373 6.115 -0.73
O -3.036 -2.046 5.095 -0.72
O 1.446 2.065 -1.554 -0.64
O -1.732 4.502 -1.153 -0.63
N 1.376 -3.211 -3.080 0.17
N 0.112 3.889 -2.745 -0.51
N 3.929 -0.870 4.555 -0.37
N 0.897 -3.873 -0.788 0.16
N 2.969 0.099 2.750 -0.84
N 1.302 0.576 1.032 -0.35
N 3.013 -2.794 -1.335 0.15
N -2.414 -0.346 -1.018 0.71
N 1.842 -1.617 3.885 -0.31
N 0.022 2.905 0.995 0.88
N -1.386 0.713 1.289 0.57
C -2.512 -0.944 2.601 -1.23
C -2.201 -0.372 1.375 1.59
C 2.321 -3.759 -0.491 -0.94
C 2.577 -1.433 -1.050 -1.45
C -2.084 -0.344 3.770 -0.90
C -2.377 -1.000 5.168 0.33
C -4.168 -1.450 -2.193 -1.07
C -3.967 -1.688 0.174 -1.16
C 0.439 4.752 3.037 -0.70
C 2.889 -0.782 3.715 0.53
C -2.850 -0.850 0.136 -0.21
C 0.737 -4.184 -2.205 -1.03
C -0.395 2.644 2.255 0.53
C -1.087 1.371 2.437 0.43
C 0.162 -2.669 -0.421 -1.23
C -0.171 3.545 3.294 -0.72
C 0.838 5.032 1.739 -1.17
C -3.067 -0.615 -2.141 -0.22
C 2.076 0.338 1.861 0.91
C -4.614 -2.009 -1.002 -0.62
C 2.790 -3.133 -2.735 -0.98
C -2.421 3.509 -3.495 0.50
C 1.343 1.866 -4.105 0.70
C -1.419 0.862 3.683 -0.77
C 0.625 4.075 0.768 -0.12
C 0.723 -1.910 -3.034 -1.54
H -5.474 -2.666 -0.999 0.45
H -0.314 -2.033 -3.357 0.46
H 3.993 -1.594 5.246 0.21
H 1.322 5.963 1.485 0.49
H 0.973 4.259 -0.231 0.29
H -2.687 -0.125 -3.033 0.49
H -0.328 -4.239 -2.441 0.41
H -3.095 -1.852 2.681 0.58
H 4.741 -0.322 4.329 0.25
H 2.779 -4.740 -0.641 0.29
H -4.664 -1.666 -3.129 0.45
H 0.615 5.464 3.832 0.45
H -1.142 1.364 4.600 0.61
H 3.275 -2.383 -3.363 0.42
H -0.487 3.286 4.294 0.47
H 3.242 -4.108 -2.932 0.30
H -0.893 -2.836 -0.645 0.45
H 1.228 -1.244 -3.736 0.36
H 1.192 -5.159 -2.394 0.32
H 0.987 -1.392 3.400 0.03
H 1.739 -2.099 4.762 0.27
H 2.443 -3.468 0.556 0.41
H 0.253 -2.505 0.658 0.33
H 2.829 -1.196 -0.017 0.48
H 3.127 -0.739 -1.693 0.33
H -4.325 -2.071 1.120 0.42
```

Summary:
Frontier orbital gap (alpha / beta) (eV): 6.39 / 7.32
2S+1: 5